# 1
16
Properties=species:S:1:pos:R:3:forces:R:3 method="wB97M-V/def2-TZVPD" spin_multiplicity=1 orbital_gap_ev=10.658 lumo_ev=0.9 smiles=CC1(C)C[C@H]1O e_tot_ha=-271.71021 e_above_lowest_kj_mol=111.34
C -0.8977 -0.3709 -1.1616 -0.0778 0.1206 -0.0044
C 0.1848 -0.0320 -0.1387 -0.1856 -0.2011 0.0716
C 1.4385 -0.8828 -0.2452 -0.0387 0.0305 0.0751
C 0.3587 1.3828 0.3672 0.0251 0.1988 -0.0343
C -0.3054 0.3722 1.2423 0.3691 -0.4025 -0.1469
O -1.6812 0.4986 1.4706 0.0252 -0.1750 -0.1599
H -0.5004 -0.9213 -2.0229 0.0739 0.1691 0.2163
H -1.6843 -1.0159 -0.7321 0.2505 0.0455 -0.1007
H -1.3964 0.5206 -1.5435 0.0013 -0.0091 0.0117
H 2.0654 -0.7727 0.6464 -0.0552 0.0002 -0.1362
H 2.0304 -0.5678 -1.1156 -0.0999 -0.1215 0.1561
H 1.1974 -1.9490 -0.3586 0.0200 0.2351 0.0384
H 1.3556 1.7205 0.6393 -0.1052 -0.1009 -0.1082
H -0.2934 2.1591 -0.0154 0.0121 -0.0704 -0.0798
H 0.2634 -0.0210 2.0879 -0.2652 0.1161 -0.0897
H -2.1354 -0.1205 0.8801 0.0504 0.1647 0.2908



# 2
16
Properties=species:S:1:pos:R:3:forces:R:3 method="wB97M-V/def2-TZVPD" spin_multiplicity=1 orbital_gap_ev=10.515 lumo_ev=1.1 smiles="C=CCCOC" e_tot_ha=-271.69713 e_above_lowest_kj_mol=145.68
C 1.9186 -1.1671 -0.8199 0.1769 -0.0510 0.0463
O 0.8832 -0.4507 -0.1772 0.4658 -0.2997 -0.0642
C -0.4265 1.6182 1.7517 -0.2480 0.1250 -0.1270
C -0.9626 1.3413 0.5748 0.0537 0.0628 0.2883
C -1.4129 -0.0306 0.1823 0.1370 0.0757 0.0146
C -0.3672 -0.5630 -0.8068 -0.7096 0.0387 -0.1924
H 1.6724 -2.2363 -0.8567 0.0705 0.0499 -0.0963
H 2.1051 -0.8023 -1.8392 -0.1469 -0.0357 0.0381
H 2.8590 -1.0469 -0.2551 -0.5641 0.0665 -0.0565
H -0.3945 0.8529 2.5233 0.1555 0.2536 0.0177
H -0.0229 2.6077 1.9261 0.0115 -0.0938 0.3083
H -0.9567 2.1110 -0.1965 -0.1222 -0.1310 -0.0014
H -2.4200 0.0095 -0.2521 0.2610 -0.1709 -0.1798
H -1.4569 -0.6938 1.0588 0.0655 0.2226 -0.1802
H -0.6042 -1.6015 -1.0877 0.2012 0.0744 0.0683
H -0.4139 0.0515 -1.7258 0.1921 -0.1871 0.1163



# 3
16
Properties=species:S:1:pos:R:3:forces:R:3 method="wB97M-V/def2-TZVPD" spin_multiplicity=1 orbital_gap_ev=11.110 lumo_ev=1.0 smiles=C[C@H]1C[C@H]1CO e_tot_ha=-271.71186 e_above_lowest_kj_mol=107.02
C -1.5672 -0.3531 0.7772 0.0352 -0.0330 0.0552
C -0.9223 0.4222 -0.3506 -0.1258 -0.0412 -0.0453
C -0.0206 1.5829 -0.0378 0.0258 0.1880 0.0768
C 0.5547 0.3466 -0.6690 0.1127 -0.0801 -0.1156
C 1.5202 -0.5461 0.0721 -0.0140 0.3512 0.2235
O 1.7695 -1.7508 -0.6293 -0.2387 -0.2225 -0.0392
H -1.8172 -1.3791 0.4816 0.0411 0.1416 0.0206
H -0.9182 -0.4067 1.6577 -0.0812 0.0095 -0.1404
H -2.4951 0.1377 1.0920 0.1320 -0.0739 -0.0579
H -1.5650 0.5494 -1.2204 0.1124 -0.0098 0.1335
H -0.0849 2.4857 -0.6383 0.0106 -0.1556 0.0917
H 0.2048 1.7642 1.0120 -0.0432 -0.0846 -0.1508
H 0.8097 0.4286 -1.7246 -0.0508 0.0246 0.1505
H 2.4938 -0.0541 0.1642 -0.1182 -0.0377 -0.0341
H 1.1647 -0.7487 1.0947 0.0520 0.0402 -0.1678
H 0.9130 -2.1557 -0.8146 0.1502 -0.0167 -0.0006



# 4
16
Properties=species:S:1:pos:R:3:forces:R:3 method="wB97M-V/def2-TZVPD" spin_multiplicity=1 orbital_gap_ev=8.588 lumo_ev=0.9 e_tot_ha=-271.60272 e_above_lowest_kj_mol=393.55
C -1.5305 0.2135 -0.9650 0.1219 0.1331 -0.1682
C -0.1912 0.1263 -1.2840 -0.2155 -0.0951 -0.0383
C 0.8895 0.9448 -0.6523 0.0295 0.0706 0.0351
C 1.0342 -0.0908 0.4026 -0.2492 0.2014 0.2197
C 0.2457 -0.1424 1.5432 0.2674 0.1201 -0.0478
O 1.9217 -1.0799 0.0735 -0.0069 -0.2254 0.1355
H -1.9366 1.1576 -0.5968 0.0848 -0.1644 -0.0121
H -2.2368 -0.3977 -1.5233 0.1275 0.0619 0.1076
H -1.6941 -0.4837 0.3820 0.0336 -0.0453 0.1250
H 0.1549 -0.7328 -1.8538 -0.0632 0.1169 0.0765
H 1.7887 1.0695 -1.2585 -0.1358 -0.0141 0.0888
H 0.5393 1.9037 -0.2609 0.0489 -0.1574 -0.0508
H -0.1385 0.8012 1.9268 0.0327 -0.1664 -0.1074
H 0.5011 -0.8698 2.3134 -0.0382 0.0771 -0.1423
H -1.1174 -0.5802 1.1022 -0.1049 0.0081 -0.1251
H 1.7699 -1.8392 0.6509 0.0676 0.0789 -0.0962



# 5
16
Properties=species:S:1:pos:R:3:forces:R:3 method="wB97M-V/def2-TZVPD" spin_multiplicity=1 orbital_gap_ev=10.966 lumo_ev=1.0 smiles=CCC1(O)CC1 e_tot_ha=-271.70746 e_above_lowest_kj_mol=118.55
C -1.0202 -1.7363 -0.6730 0.0681 -0.0512 0.0312
C -0.8454 -0.2188 -0.6491 0.0823 0.0378 -0.0032
C 0.1442 0.3131 0.3880 0.0753 0.0154 -0.2520
O -0.2509 -0.0619 1.6886 -0.0591 0.2258 0.2416
C 1.6471 0.4437 0.3095 0.1074 -0.2326 -0.0653
C 0.7825 1.6570 0.1218 -0.0809 0.1958 0.0258
H -1.7951 -2.0273 -1.3934 0.1621 0.0890 0.1289
H -1.3225 -2.1060 0.3112 0.0912 0.0503 -0.1228
H -0.0905 -2.2382 -0.9588 -0.0861 0.0388 0.0527
H -1.8158 0.2334 -0.3887 0.2179 -0.0138 -0.0477
H -0.6096 0.1525 -1.6546 0.1681 -0.0493 0.2026
H -0.7224 0.6566 2.1166 -0.1525 0.1077 -0.0805
H 2.0790 0.3891 1.3070 0.0096 -0.1714 -0.2793
H 2.3022 0.0860 -0.4781 -0.3493 -0.0625 -0.0986
H 0.8487 2.4542 0.8572 -0.2001 -0.1958 0.0266
H 0.6689 2.0030 -0.9043 -0.0540 0.0159 0.2400



# 6
16
Properties=species:S:1:pos:R:3:forces:R:3 method="wB97M-V/def2-TZVPD" spin_multiplicity=1 orbital_gap_ev=8.474 lumo_ev=0.8 e_tot_ha=-271.59575 e_above_lowest_kj_mol=411.85
C -1.0728 -0.6778 -1.0974 -0.0767 0.0507 -0.0734
C -0.8929 -0.2539 0.3621 0.0227 -0.0875 0.1160
C 0.5430 0.1338 0.7206 0.0894 -0.2972 0.0810
C 1.7268 -0.4680 -0.0123 -0.0522 -0.0004 -0.0369
C -1.3828 1.1416 0.7911 -0.1328 -0.1503 -0.3786
O 0.3580 1.5582 0.3636 0.0094 0.4072 0.0828
H -0.6187 0.0426 -1.7895 -0.0838 -0.0720 0.1619
H -2.1405 -0.7296 -1.3338 0.1187 -0.0075 0.0203
H -0.6395 -1.6662 -1.3049 -0.0551 0.1653 0.0758
H -1.3058 -1.0228 1.0264 0.1575 0.0415 -0.0702
H 0.6845 0.0762 1.8037 -0.0467 0.0384 -0.1432
H 2.6715 -0.0175 0.3135 -0.2080 0.0125 -0.0324
H 1.7912 -1.5426 0.1956 -0.1009 0.1638 0.0292
H 1.6367 -0.3442 -1.0947 -0.0112 0.0311 0.1497
H -1.8854 1.6352 -0.0638 0.1853 -0.1159 0.0874
H 0.5267 2.1352 1.1200 0.1844 -0.1796 -0.0693



# 7
16
Properties=species:S:1:pos:R:3:forces:R:3 method="wB97M-V/def2-TZVPD" spin_multiplicity=1 orbital_gap_ev=10.743 lumo_ev=1.2 smiles=C1CCOCC1 e_tot_ha=-271.73910 e_above_lowest_kj_mol=35.49
C 0.0643 0.0824 1.2271 -0.0092 -0.0296 0.0753
C 1.3122 0.2823 0.3610 0.0174 -0.0706 0.0346
C 1.0900 -0.5273 -0.9151 0.2258 -0.2302 0.1313
O -0.0109 -0.0245 -1.6442 -0.0066 0.0016 -0.0424
C -1.2211 -0.1353 -0.9172 -0.2293 -0.0485 0.1118
C -1.1715 0.5478 0.4512 0.0311 0.0172 -0.0265
H 0.1412 0.5940 2.1923 0.0098 -0.0106 -0.1442
H -0.0328 -0.9927 1.4381 -0.0096 0.1480 0.0601
H 1.4434 1.3540 0.1505 0.0141 -0.2772 -0.1614
H 2.2192 -0.0665 0.8665 -0.1217 -0.0020 0.0137
H 0.9185 -1.5789 -0.6126 -0.2073 0.1608 -0.0664
H 1.9417 -0.5858 -1.5982 -0.0487 0.4585 0.0838
H -1.4570 -1.2042 -0.7780 0.0150 0.0941 -0.0043
H -2.0013 0.3051 -1.5458 0.1308 -0.0840 0.0691
H -2.0929 0.3113 0.9995 0.1459 0.0287 -0.0980
H -1.1432 1.6382 0.3249 0.0426 -0.1562 -0.0364



# 8
16
Properties=species:S:1:pos:R:3:forces:R:3 method="wB97M-V/def2-TZVPD" spin_multiplicity=1 orbital_gap_ev=10.724 lumo_ev=1.1 smiles=COC1(C)CC1 e_tot_ha=-271.69787 e_above_lowest_kj_mol=143.74
C -0.0944 -0.2135 0.3410 0.9052 0.1452 -0.6807
C -0.5555 0.2491 1.6735 0.0106 0.4370 -0.6634
C -0.7673 1.1252 0.3991 -0.1837 -0.5822 1.0981
C 1.6839 0.3222 -1.1366 -0.5324 0.5298 -0.2127
C -0.8065 -1.3589 -0.3483 0.2710 0.2607 0.1258
O 1.3271 -0.2011 0.1140 -0.9993 -0.2249 0.8027
H -1.3948 -0.2518 2.1315 -0.1004 -0.0170 -0.0547
H 0.1891 0.6161 2.3619 0.1080 -0.0026 -0.0069
H -1.7679 1.2149 0.0028 -0.0533 -0.0168 -0.0295
H -0.1866 2.0349 0.3924 0.1597 -0.0733 -0.1561
H 1.3395 -0.3133 -1.9601 0.1207 -0.0359 -0.0218
H 2.7702 0.3946 -1.1526 -0.0740 0.0810 -0.0809
H 1.2067 1.3193 -1.2645 0.5009 -0.3889 -0.1104
H -0.3020 -2.2934 -0.1120 -0.0084 -0.0864 0.0480
H -1.8382 -1.4180 -0.0126 -0.1098 -0.0097 0.0039
H -0.8033 -1.2261 -1.4294 -0.0150 -0.0160 -0.0614



# 9
16
Properties=species:S:1:pos:R:3:forces:R:3 method="wB97M-V/def2-TZVPD" spin_multiplicity=1 orbital_gap_ev=7.852 lumo_ev=0.7 e_tot_ha=-271.58675 e_above_lowest_kj_mol=435.48
C -0.4308 1.6316 0.3129 0.0370 0.0537 -0.1488
C 0.7442 0.6454 0.2558 0.2069 -0.0759 0.1442
C 0.3251 -0.8155 0.1768 -0.2938 -0.1675 -0.3509
C -0.9972 -1.3744 0.6158 -0.1139 0.0467 0.0248
C 1.5256 0.3734 -1.0327 0.4639 0.6762 -0.0668
O 0.2600 -0.6967 -1.3743 0.3892 -0.5017 0.5869
H -1.1786 1.4207 -0.4605 0.1540 0.0276 0.0717
H -0.0698 2.6524 0.1517 -0.0256 -0.1336 0.0101
H -0.9415 1.6151 1.2883 0.1537 -0.0669 -0.1980
H 1.4571 0.8598 1.0581 -0.2173 -0.1647 0.1335
H 1.1738 -1.4440 0.4781 -0.2664 0.0834 -0.4935
H -1.0964 -2.3916 0.2205 -0.0806 0.1357 0.0960
H -1.0708 -1.4275 1.7066 0.0844 0.0646 -0.1226
H -1.8122 -0.7614 0.2283 -0.0172 -0.0977 0.1199
H 1.4291 1.1511 -1.7938 -0.4268 0.1238 -0.0945
H 0.6825 -1.4383 -1.8318 -0.0475 -0.0036 0.2880



# 10
16
Properties=species:S:1:pos:R:3:forces:R:3 method="wB97M-V/def2-TZVPD" spin_multiplicity=1 orbital_gap_ev=10.624 lumo_ev=1.0 smiles=OC1CCCC1 e_tot_ha=-271.63448 e_above_lowest_kj_mol=310.16
O -1.9884 0.1402 0.6434 -0.0982 -0.1892 0.4680
C -0.9949 0.2086 -0.3750 -0.6210 0.5943 -1.4104
C -0.2672 -1.1851 -0.4443 -0.1789 0.3282 -0.4811
C 1.2080 -0.8931 -0.0562 -0.1981 0.3211 -0.0831
C 1.2406 0.5231 0.6164 -0.5049 0.4184 0.2554
C 0.0316 1.2512 -0.1094 -0.9904 0.9069 -0.2163
H -2.5752 -0.5699 0.3461 0.0297 0.2931 0.3118
H -1.5257 0.9869 -1.1283 0.2414 -3.3864 -0.6288
H -0.7020 -1.9035 0.2751 -0.0717 0.5451 -0.3265
H -0.3439 -1.6317 -1.4340 0.0941 -0.0783 -0.0532
H 1.8355 -0.9098 -0.9570 -0.1241 0.1893 0.1767
H 1.6188 -1.6696 0.6104 -0.2353 0.3741 -0.1573
H 1.1090 0.4140 1.6938 -0.1050 0.0703 -0.0296
H 2.2268 0.9832 0.4456 -0.5422 0.1257 0.0597
H -0.9745 2.0086 -0.1758 3.1041 0.2352 2.7407
H 0.4249 1.7106 -1.0103 0.2005 -0.7479 -0.6260



# 11
16
Properties=species:S:1:pos:R:3:forces:R:3 method="wB97M-V/def2-TZVPD" spin_multiplicity=1 orbital_gap_ev=11.342 lumo_ev=1.2 smiles=CC(C)[C@H]1CO1 e_tot_ha=-271.70633 e_above_lowest_kj_mol=121.53
C -0.5069 1.3485 -1.0135 0.0218 0.0410 -0.0444
C -0.4243 0.2483 0.0463 -0.0098 0.0237 0.0677
C -1.4363 -0.8661 -0.2201 -0.0271 -0.0357 -0.0251
C 0.9838 -0.3242 0.0958 -0.0619 0.1691 -0.1791
C 1.7847 -0.3635 1.3219 0.2013 0.2299 0.1660
O 1.1584 -1.5332 0.8220 -0.0340 -0.2309 0.0533
H 0.2204 2.1481 -0.8311 -0.0945 -0.1185 -0.0017
H -1.5051 1.7988 -1.0355 0.1461 -0.0758 0.0299
H -0.3077 0.9359 -2.0110 -0.0251 0.0469 0.1469
H -0.6521 0.6892 1.0271 0.0457 -0.0821 -0.1234
H -2.4549 -0.4649 -0.2371 0.1207 -0.0514 -0.0114
H -1.3725 -1.6327 0.5566 -0.0352 0.0908 -0.1304
H -1.2419 -1.3468 -1.1864 -0.0290 0.0671 0.1015
H 1.5232 -0.3077 -0.8562 -0.0948 -0.0385 0.1323
H 2.8737 -0.3560 1.2753 -0.1609 -0.0150 -0.0340
H 1.3576 0.0263 2.2461 0.0367 -0.0208 -0.1480



# 12
16
Properties=species:S:1:pos:R:3:forces:R:3 method="wB97M-V/def2-TZVPD" spin_multiplicity=1 orbital_gap_ev=9.865 lumo_ev=0.9 smiles="C=C/C=C/C.O" e_tot_ha=-271.65857 e_above_lowest_kj_mol=246.93
C -2.0674 -0.2229 -1.2722 0.4707 0.2521 0.2308
C -1.0328 -0.4451 -0.2124 -0.4589 -1.0174 -0.3742
C 0.2850 -0.2973 -0.3993 -2.1560 -1.0365 1.2679
C 1.2820 -0.4442 0.6717 -0.3760 -0.2610 -0.6413
C 1.8886 -1.5870 0.9578 0.6704 -0.0420 2.2609
H -2.7473 -1.0729 -1.3370 0.0616 0.0391 -0.3665
H -1.6575 0.1219 -2.2143 0.0479 -0.3606 -0.3604
H -2.6261 0.6120 -0.8905 -0.7597 0.4703 0.0363
H -1.5986 -0.8863 0.6330 1.2680 0.7605 0.4183
H 0.5435 -0.2435 -1.4218 0.8156 0.7817 -0.9109
H 1.4262 0.4859 1.2328 0.7353 -0.6319 -0.1972
H 2.6138 -1.5943 1.7676 0.1369 0.4723 0.1107
H 1.6587 -2.6342 0.8139 -0.4548 0.2356 -1.4774
H 1.0726 2.3736 1.2055 -0.7553 0.6291 0.5769
H 0.1072 3.2044 0.1477 -0.1433 -0.0096 0.9918
O 0.8523 2.6299 0.3173 0.8978 -0.2816 -1.5658